Record 1
{"formula": "C36H63N9", "method": "ωB97M-V/def2-TZVPD", "homo_energy_ev": -10.62, "spin_multiplicity": 1, "de_lowest_ev": 3.1516, "gap_ev": 10.767, "species": ["C", "C", "C", "C", "N", "H", "H", "H", "H", "H", "H", "H", "C", "C", "C", "C", "N", "H", "H", "H", "H", "H", "H", "H", "C", "C", "C", "C", "N", "H", "H", "H", "H", "H", "H", "H", "C", "C", "C", "C", "N", "H", "H", "H", "H", "H", "H", "H", "C", "C", "C", "C", "N", "H", "H", "H", "H", "H", "H", "H", "C", "C", "C", "C", "N", "H", "H", "H", "H", "H", "H", "H", "C", "C", "C", "C", "N", "H", "H", "H", "H", "H", "H", "H", "C", "C", "C", "C", "N", "H", "H", "H", "H", "H", "H", "H", "C", "C", "C", "C", "N", "H", "H", "H", "H", "H", "H", "H"], "coordinates": [[-3.66700, -0.43784, 5.21812], [-2.75760, -1.40799, 4.47956], [-3.03662, -1.60150, 3.00422], [-2.24613, -2.70512, 2.44140], [-1.65719, -3.59116, 2.01001], [-4.70976, -0.75272, 5.18925], [-3.55425, 0.56371, 4.80032], [-3.32395, -0.40714, 6.25237], [-2.83425, -2.38931, 4.95887], [-1.72081, -1.08842, 4.60859], [-2.80288, -0.72497, 2.39504], [-4.07368, -1.88835, 2.81019], [3.12112, 6.44974, 1.02507], [1.85949, 5.61491, 1.14991], [2.10497, 4.26027, 1.80946], [3.10939, 3.38787, 1.19632], [3.88687, 2.70035, 0.71170], [2.93837, 7.45135, 0.63188], [3.86255, 6.01346, 0.35155], [3.64004, 6.60817, 1.97444], [1.38746, 5.51629, 0.17052], [1.11778, 6.13743, 1.75595], [1.18827, 3.67151, 1.90670], [2.42076, 4.46191, 2.83822], [6.04278, -0.35869, 1.05518], [5.66631, -1.16263, -0.18425], [4.16803, -1.35236, -0.34819], [3.57071, -2.17720, 0.70005], [3.08843, -2.80542, 1.53143], [7.11031, -0.27406, 1.24255], [5.56793, -0.76246, 1.95398], [5.64401, 0.65752, 0.95691], [6.16202, -2.13616, -0.13779], [6.09955, -0.66850, -1.05605], [3.96729, -1.84540, -1.30322], [3.63947, -0.39611, -0.37968], [1.78666, -0.53988, 4.01295], [2.20747, 0.88140, 3.63209], [1.22482, 1.91514, 4.23648], [-0.16295, 1.73947, 3.78652], [-1.24512, 1.57992, 3.43602], [1.70984, -0.65610, 5.09396], [2.57363, -1.18620, 3.62195], [0.84293, -0.83084, 3.55433], [2.18973, 0.99262, 2.54791], [3.19194, 1.13117, 4.01964], [1.45830, 2.93873, 3.93438], [1.13890, 1.77271, 5.31670], [-7.46631, -3.26753, 0.15217], [-7.64000, -2.17762, -0.90546], [-6.77790, -0.92319, -0.65684], [-5.38410, -1.20625, -0.31967], [-4.28884, -1.40755, -0.04934], [-7.49973, -2.83724, 1.15555], [-6.51188, -3.77447, 0.01582], [-8.25761, -4.00780, 0.04356], [-8.69193, -1.92229, -1.01199], [-7.29716, -2.60815, -1.85073], [-7.21616, -0.33720, 0.15287], [-6.82787, -0.32603, -1.56729], [0.26773, 4.48460, -4.45264], [0.32411, 3.45347, -3.34037], [-0.13576, 2.04758, -3.79727], [0.64271, 1.57778, -4.94070], [1.27584, 1.24901, -5.83850], [0.76582, 4.14971, -5.36606], [0.76101, 5.42687, -4.21616], [-0.77955, 4.64976, -4.71557], [-0.30678, 3.75464, -2.50102], [1.32511, 3.35722, -2.90851], [-1.18267, 2.13126, -4.09217], [-0.04599, 1.35835, -2.96285], [-4.27049, -5.04565, -1.41812], [-2.84439, -4.82521, -1.91285], [-2.74457, -3.79019, -3.03613], [-3.45695, -4.20876, -4.24633], [-4.02078, -4.52744, -5.19407], [-4.96698, -5.36174, -2.19493], [-4.63677, -4.13048, -0.94945], [-4.26244, -5.81209, -0.64009], [-2.34249, -5.73892, -2.23408], [-2.27191, -4.47557, -1.04934], [-1.69014, -3.69958, -3.31384], [-3.02927, -2.78476, -2.73005], [2.88150, -0.41369, -2.82361], [3.61975, 0.63574, -2.00047], [5.10073, 0.85035, -2.30650], [5.38195, 1.07746, -3.71515], [5.58562, 1.24117, -4.83203], [3.20242, -1.42719, -2.57262], [3.12353, -0.26968, -3.88137], [1.79606, -0.34749, -2.77270], [3.47582, 0.42485, -0.93785], [3.11692, 1.60327, -2.09711], [5.67866, -0.03251, -2.00467], [5.55254, 1.63955, -1.70364], [0.76066, 0.74633, 0.35795], [0.60525, -0.76576, 0.49364], [-0.70758, -1.31289, -0.08821], [-0.85970, -1.08646, -1.52993], [-1.03250, -0.98459, -2.65886], [0.01211, 1.33186, 0.89904], [0.72817, 0.98447, -0.70515], [1.70361, 1.00520, 0.84403], [0.67062, -1.12127, 1.52391], [1.46807, -1.21088, -0.01054], [-1.55829, -0.91604, 0.45957], [-0.71678, -2.39551, 0.04125]], "forces_ev_per_a": [[0.41, 0.07, -0.27], [0.22, -0.39, 0.54], [0.02, -0.30, -0.65], [-0.10, -0.01, 0.17], [0.08, -0.02, -0.01], [-0.03, 0.07, 0.00], [-0.20, 0.02, 0.02], [-0.23, 0.09, 0.08], [0.06, 0.04, 0.00], [0.00, -0.01, -0.06], [-0.21, 0.16, 0.20], [-0.07, 0.27, 0.08], [0.61, 0.41, -0.08], [-0.05, 0.24, -0.37], [-0.16, -0.09, 0.51], [-0.23, 0.52, -0.04], [0.23, -0.23, -0.14], [-0.30, -0.09, -0.01], [-0.15, -0.23, 0.00], [-0.19, -0.18, 0.12], [0.11, -0.25, -0.04], [0.06, -0.03, 0.13], [-0.07, 0.11, -0.23], [0.19, -0.09, -0.07], [-0.68, 0.53, 0.18], [1.20, -0.50, 0.94], [0.29, -1.72, 0.93], [0.42, -0.10, 0.03], [-0.02, -0.04, 0.12], [0.08, -0.18, -0.17], [0.12, -0.17, -0.04], [0.11, 0.01, 0.01], [-0.18, -0.11, 0.02], [0.14, -0.97, 1.24], [0.17, -0.01, 0.64], [0.68, -2.68, 1.90], [0.81, 0.25, -0.32], [-1.24, 0.25, 0.44], [-0.56, -0.20, -0.34], [0.06, -0.37, -0.27], [-0.05, 0.02, -0.05], [0.04, -0.05, 0.02], [-0.26, -0.39, 0.19], [-0.03, 0.06, 0.06], [0.33, 0.00, 0.23], [0.15, -0.10, -0.11], [0.32, -0.10, 0.63], [0.50, 0.43, 0.07], [-0.08, 0.29, -0.07], [0.83, -0.69, -0.08], [-0.81, -0.12, -0.10], [-0.34, 0.09, -0.19], [0.30, -0.09, 0.08], [-0.07, -0.16, 0.06], [-0.01, 0.02, 0.16], [0.02, -0.04, 0.14], [0.06, 0.33, -0.01], [-0.27, 0.09, -0.11], [0.13, 0.07, 0.05], [0.27, 0.23, 0.11], [-0.01, -0.06, -0.39], [0.43, -0.31, 0.19], [0.00, 0.95, 0.13], [-0.07, -0.08, 0.22], [0.08, -0.06, -0.11], [0.00, -0.26, 0.12], [-0.26, 0.05, 0.32], [0.06, 0.28, -0.03], [-0.14, 0.00, -0.07], [0.10, 0.09, -0.22], [-0.04, -0.34, -0.01], [-0.13, -0.25, -0.14], [0.21, -0.28, 0.24], [-0.20, 0.26, 0.31], [0.77, -0.28, -0.11], [-0.13, 0.30, 0.17], [-0.03, -0.08, -0.01], [0.06, 0.05, -0.11], [-0.01, 0.04, -0.14], [-0.10, -0.01, -0.04], [-0.28, -0.14, -0.07], [0.12, 0.15, -0.14], [-0.05, 0.08, -0.08], [-0.35, -0.07, -0.01], [0.56, 0.16, -0.88], [-1.26, 1.79, -0.50], [0.31, -0.48, -0.03], [-0.18, 0.24, -0.11], [0.08, 0.01, -0.10], [-0.45, 0.27, -0.44], [-0.06, -0.01, 0.01], [-0.02, 0.02, 0.33], [-0.19, 2.75, -2.11], [0.00, 0.05, -0.43], [-0.68, 0.91, -1.40], [-0.30, 0.25, -0.04], [-0.07, -0.38, 0.61], [-0.17, 0.04, -0.21], [0.70, -0.25, -0.09], [-0.27, 0.00, 0.63], [0.13, 0.18, -0.33], [-0.28, -0.23, -0.18], [0.26, 0.41, 0.04], [0.12, 0.25, -0.75], [-0.04, 0.18, -0.07], [-0.36, -0.16, -0.07], [-0.19, 0.09, -0.23], [-0.13, -0.01, 0.09]]}

Record 2
{"formula": "C4H9NO2", "method": "ωB97M-V/def2-TZVPD", "homo_energy_ev": -9.27, "spin_multiplicity": 1, "de_lowest_ev": 1.7850, "gap_ev": 10.193, "species": ["N", "C", "C", "O", "C", "C", "O", "H", "H", "H", "H", "H", "H", "H", "H", "H"], "coordinates": [[0.01711, -1.79750, -0.97146], [0.45722, -1.07740, 0.20714], [0.72203, 0.44775, -0.20728], [1.99730, 0.88577, 0.17419], [-0.27970, 1.37383, 0.46713], [-1.69467, 0.90546, 0.28262], [-2.13079, 0.15862, -0.56230], [-0.03422, -2.79696, -0.76875], [-0.92449, -1.48353, -1.22167], [1.43291, -1.48308, 0.49488], [-0.17901, -1.19635, 1.10136], [0.60262, 0.46826, -1.29716], [2.65880, 0.31754, -0.23611], [-0.05934, 1.43174, 1.53692], [-0.19391, 2.38371, 0.06182], [-2.39186, 1.46213, 0.93867]], "forces_ev_per_a": [[-0.57, -0.56, -0.03], [0.89, 0.95, -0.36], [-0.85, -1.41, 0.52], [0.52, 0.21, 0.14], [0.36, -0.93, -0.35], [-0.56, 1.11, -0.34], [0.44, 0.06, 0.45], [-0.03, 0.33, -0.15], [0.39, -0.18, 0.06], [-0.03, 0.04, 0.02], [-0.08, 0.34, -0.22], [-0.01, 0.08, 0.10], [-0.08, 0.06, -0.01], [-0.05, 0.04, -0.01], [-0.15, 0.14, 0.04], [-0.22, -0.28, 0.14]]}